Formula: C9H16N4O5
Source: OMol25
Level of theory: wB97M-V/def2-TZVPD

Structure (XYZ):
```
34
Properties=species:S:1:pos:R:3:nbo_charge:R:1
N 5.057 -1.349 -0.531 -0.80
C 4.155 -0.561 0.088 0.69
O 4.527 0.368 0.808 -0.66
C 2.699 -0.890 -0.148 -0.52
C 1.784 -0.318 0.949 -0.43
C 0.924 0.876 0.541 -0.16
N -0.127 0.507 -0.385 -0.63
C -1.210 -0.222 0.002 0.68
O -1.262 -0.772 1.102 -0.67
C -2.341 -0.292 -1.016 -0.14
N -2.951 -1.612 -1.128 -0.82
C -3.426 0.767 -0.772 -0.50
C -4.433 0.561 0.365 0.67
N -4.068 -0.231 1.409 -0.85
O -5.523 1.101 0.311 -0.61
C 1.664 2.073 -0.115 0.79
O 1.133 2.700 -0.999 -0.59
O 2.850 2.411 0.376 -0.67
H 4.793 -2.142 -1.092 0.40
H 6.017 -1.123 -0.457 0.41
H 2.591 -1.986 -0.222 0.23
H 2.389 -0.473 -1.161 0.24
H 1.115 -1.084 1.288 0.25
H 2.394 -0.010 1.797 0.23
H 0.454 1.275 1.467 0.24
H -0.200 1.132 -1.202 0.44
H -1.907 -0.056 -1.999 0.21
H -3.396 -1.867 -0.235 0.38
H -2.228 -2.342 -1.313 0.36
H -2.937 1.763 -0.628 0.24
H -4.041 0.854 -1.672 0.26
H -4.704 -0.254 2.165 0.40
H -3.113 -0.498 1.588 0.42
H 3.320 1.697 0.819 0.52
```

Calculated values
Energy: -25793.0963 eV
Molar mass: 260.2 Da
Energy relative to the best compared isomer or geometry (same formula, charge and spin): 3.3 kcal/mol
Frontier orbital gap: 9.86 eV
Highest occupied orbital energy: -9.596 eV
F_max: 1.2 eV/Å
SMILES: NC(=O)CC[C@H](NC(=O)[C@@H](N)CC(N)=O)C(=O)O

---

Formula: C9H16N4S
Source: OMol25
Level of theory: wB97M-V/def2-TZVPD

Structure (XYZ):
```
30
Properties=species:S:1:pos:R:3:nbo_charge:R:1
C 1.082 2.131 0.617 0.25
C 0.841 -0.940 -0.178 0.05
C -0.139 0.069 0.185 0.33
C 1.950 -0.261 -0.909 -0.36
C 3.418 1.480 -0.146 -0.11
C -1.786 -1.375 1.215 -0.63
C 1.498 -3.285 -0.125 -0.45
C -2.737 1.474 -1.154 -0.48
C -1.570 -0.394 0.099 -0.10
N 0.085 1.338 0.515 -0.48
N 0.718 -2.183 0.185 -0.24
N 2.395 2.217 0.256 -0.48
N -2.635 0.631 0.082 -0.49
S 3.482 -0.243 -0.129 0.61
H 0.889 3.095 1.004 0.20
H 1.681 0.413 -1.603 0.22
H 4.418 1.950 -0.203 0.27
H -1.658 -1.045 2.259 0.24
H -2.769 -1.675 1.179 0.23
H -1.159 -2.215 1.054 0.29
H 2.380 -3.029 -0.845 0.20
H 0.882 -4.131 -0.324 0.27
H 1.763 -3.442 0.899 0.27
H -3.342 2.392 -1.013 0.26
H -1.753 2.004 -1.219 0.23
H -3.168 0.973 -2.121 0.27
H -1.640 -0.912 -0.810 0.24
H 2.761 3.240 0.198 0.47
H -2.350 1.405 0.841 0.47
H -3.537 0.316 0.192 0.45
```

Calculated values
Energy: -26365.8127 eV
Molar mass: 212.3 Da
Energy relative to the best compared isomer or geometry (same formula, charge and spin): 122.5 kcal/mol
Frontier orbital gap (spin up / spin down): 6.75 / 6.71 eV
Highest occupied orbital energy (spin up / spin down): -15.523 / -15.879 eV
F_max: 5.9 eV/Å
Net charge: +2

---

Formula: C9H16N5
Source: OMol25
Level of theory: wB97M-V/def2-TZVPD

Structure (XYZ):
```
30
Properties=species:S:1:pos:R:3:nbo_charge:R:1
C -3.781 -1.127 0.770 -0.60
C -2.913 0.120 0.619 -0.43
C -1.514 -0.235 0.130 -0.42
C -0.741 0.941 -0.484 0.30
N -0.820 1.088 -1.882 -0.82
C -0.310 1.988 0.403 -0.22
N 0.679 1.006 0.041 -0.43
C 1.962 0.564 0.014 0.35
C 2.286 -0.484 -0.843 -0.15
C 3.606 -0.937 -0.892 -0.22
C 4.585 -0.350 0.042 0.40
N 5.873 -0.697 0.024 -0.76
N 4.111 0.578 0.878 -0.29
N 2.885 1.095 0.833 -0.26
H -3.838 -1.549 1.822 0.21
H -3.265 -1.869 0.087 0.19
H -4.817 -1.010 0.507 0.22
H -2.827 0.452 1.643 0.21
H -3.527 0.759 -0.029 0.22
H -1.574 -1.128 -0.596 0.21
H -1.069 -0.637 1.029 0.23
H -1.027 2.075 -2.244 0.39
H -1.476 0.505 -2.321 0.38
H -0.223 3.081 0.147 0.23
H -0.637 1.975 1.505 0.22
H 1.672 -0.844 -1.736 0.27
H 3.950 -1.701 -1.606 0.25
H 6.217 -1.434 -0.587 0.43
H 6.370 -0.563 0.939 0.42
H 4.643 1.087 1.676 0.45
```

Calculated values
Energy: -17033.8852 eV
Molar mass: 194.3 Da
Energy relative to the best compared isomer or geometry (same formula, charge and spin): 32.4 kcal/mol
Frontier orbital gap: 7.76 eV
Highest occupied orbital energy: -11.646 eV
F_max: 4.9 eV/Å
Net charge: +1
SMILES: CCC[C@@]1(N)CN1c1ccc(=[NH2+])[nH]n1

---

Formula: C9H16N6
Source: OMol25
Level of theory: wB97M-V/def2-TZVPD

Structure (XYZ):
```
31
Properties=species:S:1:pos:R:3:nbo_charge:R:1
C 2.952 0.378 0.930 -0.62
C 1.992 -0.578 0.352 -0.23
N 0.683 -0.100 0.013 -0.36
C 0.668 1.136 -0.834 -0.23
C -0.686 1.513 -1.441 -0.55
C -1.717 0.531 -1.737 0.60
N -2.937 0.886 -2.059 -0.61
N -1.390 -0.779 -1.707 -0.48
C -0.399 -1.426 -1.357 0.86
N 0.173 -2.563 -1.294 -0.75
C -0.236 -0.130 1.042 0.18
C -1.015 -1.102 1.685 -0.32
C -1.676 -0.542 2.766 -0.04
N -1.244 0.722 2.945 -0.17
N -0.350 0.957 1.916 -0.35
H 3.487 -0.078 1.676 0.26
H 3.640 0.775 0.194 0.24
H 2.419 1.159 1.297 0.20
H 1.938 -1.403 1.098 0.24
H 2.304 -1.138 -0.585 0.21
H 1.389 0.956 -1.649 0.25
H 1.037 2.048 -0.144 0.26
H -0.435 2.009 -2.483 0.33
H -1.228 2.353 -0.785 0.30
H -3.220 1.865 -2.007 0.46
H -3.563 0.164 -2.364 0.46
H 0.139 -3.351 -1.924 0.49
H 0.572 -2.834 -0.404 0.46
H -1.155 -2.184 1.442 0.24
H -2.215 -1.070 3.543 0.26
H 0.072 1.826 1.873 0.41
```

Calculated values
Energy: -18512.9387 eV
Molar mass: 208.3 Da
Energy relative to the best compared isomer or geometry (same formula, charge and spin): 64.8 kcal/mol
Frontier orbital gap: 6.80 eV
Highest occupied orbital energy: -16.095 eV
F_max: 4.8 eV/Å
Net charge: +2
SMILES: CCN(CCC(=[NH2+])N=C=[NH2+])c1ccn[nH]1

---

> What is the formula in the second record?

C9H16N4S

---

> Among the records above, which one has the lowest F_max?

C9H16N4O5

---

> Which value of energy relative to the best compared isomer or geometry (same formula, charge and spin) does entry 3 give?

32.4 kcal/mol

---

> The lowest F_max belongs to which entry?

C9H16N4O5